1.
# C9H14

A cluster of 2 separate species, C9H14 in total (wB97M-V/def2-TZVPD, the OMol25 dataset).

```
! wB97M-V def2-TZVPD RIJCOSX def2/J DEFGRID3
* xyz 0 1
C -0.71242 -0.90259 0.18270
C -1.09327 0.45556 0.70720
C -2.42826 0.78374 0.95992
C -2.79558 2.06941 1.29172
C -1.83643 3.07315 1.45920
C -0.50074 2.71578 1.30640
C -0.13134 1.44726 0.91431
H -0.08229 -0.79621 -0.68881
H -1.65643 -1.42137 0.01378
H -0.10825 -1.53143 0.84084
H -3.11930 -0.02407 0.73709
H -3.82479 2.36933 1.40771
H -2.23451 4.01148 1.80566
H 0.19350 3.54951 1.38661
H 0.91428 1.22401 0.75393
C 2.27895 -1.50816 -2.00598
C 2.55286 -2.84061 -1.34113
H 1.42937 -0.97219 -1.58858
H 3.03518 -0.78879 -1.65110
H 2.24579 -1.36575 -3.08529
H 1.69124 -3.51244 -1.30294
H 2.81267 -2.64411 -0.30019
H 3.36975 -3.39150 -1.80303
*
```

The gap between HOMO and LUMO is 9.999 eV. The HOMO energy is -8.99 eV. The calculation puts the energy above the lowest of the compared OMol25 structures with the same formula, charge and spin at 57.7 kJ/mol. Its SMILES is Cc1ccccc1.CC.

---

2.
# C3H4N2O

The molecule C3H4N2O (wB97M-V/def2-TZVPD, the OMol25 dataset).

```
! wB97M-V def2-TZVPD RIJCOSX def2/J DEFGRID3
* xyz 0 1
N 1.74429 -0.05107 0.34905
C 0.39486 0.04340 0.07838
C -0.26317 1.13189 -0.54416
O -1.59545 0.69741 -0.59195
C -1.59805 -0.55116 -0.13151
N -0.47195 -1.00721 0.32004
H 2.31838 0.20009 -0.45258
H 2.00864 -0.98198 0.65310
H 0.00545 1.60109 0.48911
H -2.54301 -1.08246 -0.16948
*
```

The gap between HOMO and LUMO is 9.748 eV. The HOMO energy is -8.90 eV. The calculation puts the energy above the lowest of the compared OMol25 structures with the same formula, charge and spin at 264.5 kJ/mol. Its SMILES is Nc1cocn1.

---

3.
# C5H4N3O4

The ion C5H4N3O4 with charge -1 (wB97M-V/def2-TZVPD, the OMol25 dataset).

```
! wB97M-V def2-TZVPD RIJCOSX def2/J DEFGRID3
* xyz -1 1
O 1.00271 2.00983 3.83763
N 1.08420 1.06017 3.10387
O 2.08417 0.70722 2.55090
O -0.02386 0.34116 3.00202
C -0.28876 -0.40326 1.69491
O -0.83824 -1.46651 1.83000
N 0.13084 0.37326 0.75744
N -0.12140 -0.00393 -0.54121
C 0.69488 0.33209 -1.56524
C 0.13306 -0.12589 -2.73315
C -1.07114 -0.75926 -2.38643
C -1.19910 -0.66625 -1.02113
H 1.61144 0.86205 -1.38519
H 0.54204 -0.01252 -3.72141
H -1.77241 -1.22231 -3.05718
H -1.96843 -1.02583 -0.36583
*
```

The gap between HOMO and LUMO is 8.189 eV. The HOMO energy is -4.30 eV. The calculation puts the energy above the lowest of the compared OMol25 structures with the same formula, charge and spin at 154.2 kJ/mol. Its SMILES is O=[N+]([O-])O/C([O-])=N/n1cccc1.

---

4.
# C5H14NS

A cluster of 2 separate species, C5H14NS in total (wB97M-V/def2-TZVPD, the OMol25 dataset).

```
! wB97M-V def2-TZVPD RIJCOSX def2/J DEFGRID3
* xyz 1 1
C 3.50924 -0.85242 1.07924
C 1.30816 -1.35955 0.19714
N 2.25904 -0.53537 0.38924
H 3.47207 -0.50164 2.10956
H 4.33157 -0.35422 0.57131
H 3.65726 -1.92783 1.05855
H 1.43429 -2.40405 0.45611
H 0.48489 -1.04075 -0.43230
H 2.09489 0.42832 0.11700
C -0.40417 0.94588 -1.80591
C -1.72293 0.98725 -1.00453
S -1.94512 -0.45365 0.09609
C -3.26067 0.21779 1.12963
H -0.47619 1.73216 -2.55236
H -0.23318 -0.01718 -2.28264
H 0.38372 1.20024 -1.09555
H -2.55537 1.05942 -1.70216
H -1.72837 1.91324 -0.43049
H -2.94684 1.09815 1.68577
H -4.16458 0.42609 0.56245
H -3.49772 -0.56187 1.85385
*
```

The gap between HOMO and LUMO is 7.072 eV. The HOMO energy is -11.94 eV. The calculation puts the energy above the lowest of the compared OMol25 structures with the same formula, charge and spin at 131.5 kJ/mol.

---

- Which formula does entry 1 have?
  C9H14